Entry 1:
C2HNO3 | ωB97M-V with the def2-TZVPD basis set

XYZ file:
```
7
Properties=species:S:1:pos:R:3:mulliken_charge:R:1
O 1.3999 -0.5309 -0.1506 0.19
C -1.1643 1.0627 0.2312 0.03
O 1.7866 0.7019 0.0012 -0.52
N -0.4723 1.6278 -0.4418 -0.32
C 0.5159 -1.2677 -0.1738 0.56
O -0.0701 -2.2278 -0.2271 -0.27
H -1.9957 0.6340 0.7609 0.31
```

Calculated values
Relative energy (zero: lowest compared OMol25 entry of this formula, charge and spin) in eV: 6.9432
M in g/mol: 87.034
Net charge: 0
F_max in eV/A: 4.45
Spin multiplicity: 1

Entry 2:
C20H40ClHfN5O4 | ωB97M-V with the def2-TZVPD basis set

XYZ file:
```
71
Properties=species:S:1:pos:R:3:mulliken_charge:R:1
C -19.7904 16.3167 -11.2286 -0.13
H -19.9091 16.3455 -10.1280 0.41
H -24.0615 14.4485 -17.0747 0.33
H -21.3128 14.6019 -9.6464 0.48
C -26.1954 12.7774 -17.3798 -0.25
C -19.1300 6.1066 -18.1573 -1.17
H -20.7749 16.6076 -11.6220 0.30
H -19.8866 6.3585 -18.9004 0.34
H -19.0476 18.2861 -11.2574 0.39
H -21.5020 10.9770 -11.2733 0.02
H -24.1608 11.9274 -19.7907 0.41
H -19.9903 10.7422 -10.3606 0.39
H -20.8756 12.1297 -8.6165 0.47
H -21.6787 14.2420 -13.1515 0.39
O -23.4090 10.5862 -13.5471 -0.68
H -22.2818 15.0159 -11.6117 0.38
H -18.8675 17.5716 -12.8003 0.38
C -18.7827 17.3099 -11.7201 -1.16
H -18.9523 5.1214 -16.2944 0.29
O -25.6283 11.1591 -13.0988 -0.11
H -24.3992 5.7358 -14.9991 0.34
H -26.0831 8.8215 -17.6977 0.23
H -20.2796 4.3877 -17.2578 0.35
H -24.8504 15.1112 -18.5677 0.37
H -25.5476 7.6711 -19.0344 0.45
N -25.8953 11.1049 -18.8453 0.17
C -20.0514 12.4316 -11.7423 -0.67
C -24.9684 12.0650 -19.0828 0.08
C -24.0785 6.7796 -14.9498 -0.66
N -20.5329 13.8361 -11.4302 0.26
H -27.4427 10.8767 -17.4578 0.46
O -24.4193 12.4803 -14.5357 -0.54
N -22.6777 6.8042 -15.3610 0.15
H -23.4110 14.1389 -18.6982 0.36
C -24.3188 14.2733 -18.1138 -0.81
C -22.0181 5.8050 -15.9888 0.06
H -26.9996 9.6664 -19.8369 0.36
N -20.7438 6.1698 -16.2898 0.14
Cl -24.5756 11.1100 -14.1996 1.66
H -17.7378 17.0711 -11.5159 0.40
C -21.8438 7.8621 -15.2984 -0.21
H -22.1130 8.8340 -14.9086 0.60
C -21.1815 12.4287 -9.6192 -0.92
C -20.7127 11.4733 -10.7134 -0.26
H -19.6287 15.0220 -12.8731 0.34
H -24.7344 7.2978 -15.6444 0.21
C -26.7197 11.5536 -17.8905 -0.31
H -19.5952 13.9612 -9.5767 0.48
H -19.6674 7.9523 -15.8160 0.40
H -22.5775 13.3330 -11.9274 0.36
H -25.3252 9.8718 -20.4273 0.32
C -19.5111 14.9018 -11.7922 -0.78
H -18.5042 14.5600 -11.5615 0.52
H -24.4512 8.7575 -18.3383 0.29
O -24.9317 10.1809 -15.2227 -0.50
C -20.6246 13.7954 -9.8843 -0.68
C -21.8566 14.1354 -12.0857 -1.07
H -22.2716 12.4839 -9.6092 0.32
C -20.5772 7.3749 -15.7188 -0.42
H -26.4752 13.4056 -16.5490 0.59
C -25.9580 9.7929 -19.5451 -0.65
H -24.1902 7.0464 -13.9034 0.33
C -19.7510 5.3062 -17.0192 -0.22
N -25.2062 13.0924 -18.2446 0.13
H -18.3617 5.5289 -18.6755 0.38
C -25.5095 8.6734 -18.6161 -0.82
H -18.9671 12.4625 -11.8405 0.40
H -22.4506 4.8246 -16.1622 0.44
Hf -27.2398 10.8684 -11.2995 1.24
H -18.5483 6.9484 -17.7789 0.42
H -20.3620 12.1854 -12.7611 0.43
```

Calculated values
Relative energy (zero: lowest compared OMol25 entry of this formula, charge and spin) in eV: 0.0000
M in g/mol: 628.514
Net charge: +6
F_max in eV/A: 3.95
Spin multiplicity: 1

Entry 3:
H14NO5 | ωB97M-V with the def2-TZVPD basis set

XYZ file:
```
20
Properties=species:S:1:pos:R:3:mulliken_charge:R:1
H 0.3212 -1.2488 -0.1803 0.33
H -0.8217 -0.4532 -0.6148 0.35
O -1.5044 2.9033 1.9928 -0.64
H 3.2341 1.8355 -1.8661 0.34
H -2.6818 0.5699 1.8025 0.34
O -2.4149 0.6013 0.9274 -0.67
H -0.7527 -3.9903 -1.7332 0.34
H 0.0750 0.2032 0.4271 0.32
H -0.6293 3.0013 2.6390 0.35
O -1.0366 -2.9850 -1.7672 -0.63
O 2.3919 -0.7738 1.3226 -0.65
H 0.6441 0.1102 -1.1630 0.28
O 2.5799 1.3288 -2.3814 -0.67
H 2.3864 -0.4226 2.3709 0.35
H 3.1108 -1.3870 1.2149 0.32
N 0.0672 -0.2788 -0.3960 -0.35
H -1.4979 2.0305 1.5922 0.35
H -1.8640 -3.1737 -2.1611 0.31
H 1.7565 1.7113 -2.6953 0.34
H -3.3638 0.4179 0.6689 0.31
```

Calculated values
Relative energy (zero: lowest compared OMol25 entry of this formula, charge and spin) in eV: 3.4498
M in g/mol: 108.114
Net charge: +1
F_max in eV/A: 5.36
Spin multiplicity: 1

Entry 4:
C40H46BF9N2O2S | ωB97M-V with the def2-TZVPD basis set

XYZ file:
```
101
Properties=species:S:1:pos:R:3:mulliken_charge:R:1
F -0.1660 -0.9988 -0.6502 -0.23
H -8.1515 -2.4904 4.8460 0.36
O 5.1875 1.2129 -3.7653 -0.47
C 7.6330 0.2476 7.6336 -0.33
C 4.7899 -1.9389 -3.8405 0.62
C -6.0074 1.1121 -1.3091 -0.09
C -7.6192 0.4391 0.3422 -0.36
N 5.3489 2.2044 -0.6204 -0.64
C -0.3487 -1.0634 -1.9831 0.85
C 3.6746 0.4311 -1.1571 -0.27
C -7.2108 -0.7443 -7.7643 -0.43
F -1.6899 1.0933 -0.2296 -0.28
C 0.9428 -0.9636 -2.7726 -1.16
H 6.0073 1.3259 10.3998 0.37
H 4.1873 1.4884 -6.0977 0.40
N 4.0038 -0.7803 -3.5856 0.41
F -1.3526 0.1152 -3.7564 -0.29
C 2.1439 -1.6331 -2.0603 -0.57
C -5.9272 -0.3098 -8.0654 -0.35
H 2.4251 1.5719 1.8694 0.43
C -8.2515 0.5595 -1.9753 -0.50
C 6.5543 2.5583 8.7319 -0.42
C -4.9954 -0.1393 -7.0505 -0.50
H -7.9374 -0.8747 -8.5561 0.36
H 5.4519 0.2179 0.0456 0.39
C 3.0146 1.1119 2.6529 -0.39
H 3.2153 0.0581 -0.2344 0.07
O 4.9495 -2.3681 -4.9520 -0.60
H -7.8733 0.2329 1.3742 0.55
C -4.9062 -1.6165 5.2515 -0.39
C 7.0204 0.2038 8.8784 -0.43
H -6.9020 -1.0473 -4.4063 0.48
H 0.7562 -1.4526 -3.7276 0.50
H -8.9980 0.4473 -2.7518 0.40
B 3.3501 -0.6330 -2.2613 -0.57
H -5.0066 1.4240 -1.5701 0.47
C 3.3642 -0.6778 4.2199 -0.48
C 5.4568 -2.5462 -2.6348 -0.91
C 2.6049 -0.0882 3.2177 -0.46
H 5.6113 2.3920 0.3369 0.21
F -2.6516 -0.4847 -2.1229 -0.23
H 1.6935 -0.5634 2.8769 0.44
H -9.5793 -0.0277 -0.3953 0.38
C -7.5625 -1.0108 -6.4480 -0.40
H 6.1322 3.4585 9.1597 0.36
C -6.8256 -1.9004 3.2663 -0.41
C 4.0171 0.4861 -5.7116 -1.28
H 4.4994 2.6593 2.6464 0.49
H 4.8193 -2.5275 -1.7472 0.34
H 5.7307 -3.5732 -2.8681 0.38
H -4.1584 -1.5032 6.0259 0.36
F -0.9215 -2.2702 -2.2239 -0.38
C -6.6311 -0.8390 -5.4335 -0.48
H 4.5639 -0.2587 -6.2948 0.30
C -8.5779 0.2941 -0.6520 -0.58
C -5.3479 -0.4028 -5.7342 -0.33
C 4.5307 -0.0660 4.6583 -0.35
H 5.8470 1.6097 4.4422 0.30
H -4.6229 -0.2690 -4.9404 0.56
H 7.2179 3.5365 6.9420 0.37
H 8.0526 -0.6533 7.2040 0.39
F -0.9526 2.4009 -3.0202 -0.32
H 6.9617 -0.7314 9.4203 0.37
C -6.1907 -2.0259 5.5817 -0.38
C 4.1827 1.7228 3.0888 -0.50
C 6.4830 1.3596 9.4281 -0.36
H 2.9626 0.2193 -5.7705 0.30
C 4.4874 0.4012 -4.2903 0.57
H -5.5877 0.9642 0.7899 0.54
C -4.5805 -1.3528 3.9281 -0.48
F -2.8599 1.9670 -1.9418 -0.34
H 5.1218 -0.5198 5.4440 0.39
H -5.2873 -1.2876 1.9029 0.50
C 5.1497 0.7642 -0.8518 -0.48
H 1.9330 -1.8143 -1.0075 0.60
H -3.5775 -1.0372 3.6699 0.39
H -6.7052 1.1726 -3.3329 0.56
F -1.2572 3.1369 -0.9564 -0.32
C -1.4367 -0.0204 -2.4208 0.56
H 2.3448 -2.5954 -2.5394 0.26
S -1.3228 1.7248 -1.6377 1.38
H 3.0454 -1.6137 4.6608 0.39
H 8.1873 1.4809 5.9692 0.37
H 6.3676 -1.9827 -2.4227 0.28
H 3.1506 1.3721 -1.3753 0.16
C -5.5403 -1.4936 2.9352 -0.33
C 7.7075 1.4476 6.9395 -0.38
H -3.9941 0.1984 -7.2859 0.36
H 1.1328 0.0871 -3.0060 0.49
H 5.7816 0.4764 -1.6883 0.32
C 4.9393 1.1340 4.0927 -0.26
H 6.0645 2.5753 -1.2291 0.21
F 0.2328 1.5415 -1.3342 -0.32
H -8.5627 -1.3520 -6.2128 0.37
C -6.9658 0.9681 -2.3023 -0.63
H -6.4443 -2.2336 6.6135 0.36
C -6.3343 0.8493 0.0139 -0.72
C 7.1655 2.6024 7.4866 -0.30
C -7.1502 -2.1692 4.5888 -0.43
H -5.6528 -0.1038 -9.0921 0.36
H -7.5744 -2.0089 2.4918 0.46
```

Calculated values
SMILES: CC(=O)N(B(CCN)CCC(F)(F)C(F)(F)S(F)(F)(F)(F)F)C(C)=O.c1ccccc1.c1ccccc1.c1ccccc1.c1ccccc1.c1ccccc1
M in g/mol: 800.681
Net charge: 0
F_max in eV/A: 1.22
Spin multiplicity: 1

Number 1: HOMO level -9.6 eV. Number 2: HOMO level -23.6 eV. Number 3: HOMO level -14.2 eV. Number 4: HOMO level -9.1 eV.